1.
DFT (the ωB97M-V functional and the def2-TZVPD basis) results for 10 unconnected molecules or ions with the total composition H20O10.

Atoms and positions in Å:
O -0.404 0.136 -0.247
H 0.188 0.745 -0.158
H -0.753 -0.243 0.536
O -3.011 0.081 -1.425
H -2.024 0.029 -1.284
H -3.227 1.016 -1.206
O 1.485 -2.219 0.026
H 1.116 -2.986 -0.300
H 1.138 -1.524 -0.554
O 3.442 0.753 -0.753
H 4.071 0.272 -1.203
H 2.824 0.942 -1.468
O 0.860 0.792 3.382
H 0.135 0.270 2.974
H 0.488 0.976 4.228
O -0.282 3.133 0.503
H 0.103 3.450 1.324
H -1.118 3.577 0.368
O -1.108 -1.138 2.343
H -1.915 -0.855 2.109
H -0.886 -1.290 3.084
O -1.822 -3.519 0.925
H -1.526 -2.830 1.634
H -2.781 -3.933 1.105
O 1.356 1.787 -2.237
H 1.476 2.403 -3.018
H 0.550 2.160 -1.913
O 0.778 -0.957 -2.835
H 0.756 -0.104 -2.672
H 0.093 -0.934 -3.274

Its highest occupied orbital energy is -10.1 eV. Its SMILES is O.O.O.O.O.O.O.O.O.O. The electronic energy comes out at -764.229933 Ha. For the relative energy (zero: lowest compared OMol25 entry of this formula, charge and spin), the calculation gives 158.1 kcal per mole. As for the total charge: 0.

For reference, the Mulliken charges in units of e are: number 1, O, carries -0.3746; number 2, H, carries 0.1916; number 3, H, carries 0.2924; number 4, O, carries -0.6667; number 5, H, carries 0.3476; number 6, H, carries 0.2959; number 7, O, carries -0.6290; number 8, H, carries 0.2839; number 9, H, carries 0.3165; number 10, O, carries -0.5989; number 11, H, carries 0.3171; number 12, H, carries 0.3323; number 13, O, carries -0.6008; number 14, H, carries 0.3246; number 15, H, carries 0.3117; number 16, O, carries -0.5672; number 17, H, carries 0.2936; number 18, H, carries 0.2908; number 19, O, carries -0.6358; number 20, H, carries 0.3218; number 21, H, carries 0.2055; number 22, O, carries -0.6483; number 23, H, carries 0.3742; number 24, H, carries 0.2998; number 25, O, carries -0.6523; number 26, H, carries 0.2685; number 27, H, carries 0.2709; number 28, O, carries -0.4326; number 29, H, carries 0.1811; number 30, H, carries 0.2867

---

2.
DFT (the ωB97M-V functional and the def2-TZVPD basis) results for 11 unconnected molecules or ions with the total composition C44H75ClN10O5.

Atoms and positions in Å:
C -2.359 -1.323 -1.569
C -1.133 -0.467 -1.325
N -0.404 -0.969 -0.078
C -1.305 -0.863 1.139
C -0.028 -2.438 -0.223
C 0.840 -2.743 -1.415
C 0.875 -0.161 0.014
C 0.704 1.208 0.647
O 0.433 1.027 2.026
C -0.236 2.147 2.583
H -3.149 -1.120 -0.843
H -2.244 -2.405 -1.588
H -2.808 -1.094 -2.538
H -1.444 0.558 -1.118
H -0.507 -0.374 -2.214
H -0.557 -1.019 1.908
H -2.086 -1.607 1.029
H -1.785 0.109 1.185
H -0.965 -2.972 -0.318
H 0.452 -2.615 0.737
H 1.900 -2.563 -1.236
H 0.456 -2.360 -2.359
H 0.856 -3.837 -1.487
H 1.344 -0.123 -0.968
H 1.584 -0.760 0.589
H -0.046 1.798 0.111
H 1.651 1.748 0.551
H -0.354 1.886 3.631
H -1.164 2.415 2.070
H 0.372 3.054 2.505
Cl -0.311 -0.822 -5.619
O 0.727 -1.430 -4.806
O -1.629 -1.225 -5.246
O -0.191 0.607 -5.511
O -0.034 -1.180 -6.980
C -4.804 1.887 -3.161
C -4.030 2.941 -3.927
C -3.443 2.319 -5.229
C -4.337 1.687 -6.161
N -5.059 1.167 -6.882
H -4.683 0.883 -3.567
H -5.873 2.103 -3.212
H -4.519 1.843 -2.107
H -3.243 3.433 -3.356
H -4.680 3.770 -4.224
H -2.668 1.641 -4.865
H -2.995 3.168 -5.752
C -0.591 4.642 -5.728
C 0.679 4.665 -4.829
C 0.796 3.537 -3.837
C -0.006 3.569 -2.605
N -0.551 3.647 -1.594
H -1.444 4.977 -5.132
H -0.811 3.708 -6.238
H -0.457 5.418 -6.483
H 0.887 5.650 -4.415
H 1.445 4.551 -5.600
H 1.822 3.462 -3.465
H 0.574 2.534 -4.223
C -0.899 -5.763 5.145
C 0.076 -6.527 4.245
C -0.437 -6.597 2.762
C -1.047 -5.376 2.281
N -1.529 -4.379 1.975
H -0.995 -4.730 4.812
H -0.505 -5.725 6.161
H -1.874 -6.245 5.201
H 0.299 -7.523 4.613
H 0.966 -5.918 4.079
H -1.210 -7.379 2.729
H 0.259 -7.065 2.065
C 2.903 4.265 1.857
C 3.929 3.260 2.423
C 5.183 3.877 3.019
C 4.902 4.695 4.220
N 4.730 5.317 5.169
H 2.408 3.858 0.974
H 3.455 5.182 1.637
H 2.042 4.556 2.462
H 4.151 2.494 1.682
H 3.391 2.739 3.221
H 5.650 4.578 2.322
H 5.951 3.191 3.379
C 1.566 2.613 5.622
C 1.093 1.647 6.724
C 2.173 0.616 7.050
C 2.587 -0.178 5.907
N 2.833 -0.814 4.983
H 2.335 3.293 5.989
H 0.751 3.305 5.374
H 1.811 2.186 4.649
H 0.194 1.093 6.458
H 0.915 2.339 7.546
H 1.785 -0.071 7.810
H 3.072 1.006 7.535
N -4.651 -1.933 4.165
C -5.205 -1.118 5.113
C -4.187 -0.485 5.761
C -2.956 -0.874 5.156
C -3.298 -1.782 4.164
H -5.184 -2.495 3.530
H -6.268 -1.059 5.276
H -4.269 0.208 6.583
H -1.993 -0.485 5.437
H -2.687 -2.256 3.412
N 5.173 1.543 -2.770
C 4.842 2.871 -2.727
C 3.470 2.918 -2.515
C 3.016 1.587 -2.409
C 4.077 0.750 -2.604
H 6.074 1.198 -3.051
H 5.511 3.687 -2.933
H 2.960 3.866 -2.447
H 1.999 1.270 -2.235
H 4.179 -0.319 -2.651
N -4.822 -4.139 -6.488
C -5.412 -5.097 -5.712
C -5.058 -4.899 -4.402
C -4.139 -3.824 -4.365
C -4.052 -3.359 -5.674
H -4.907 -4.107 -7.484
H -6.182 -5.731 -6.125
H -5.386 -5.557 -3.613
H -3.530 -3.512 -3.536
H -3.486 -2.539 -6.086
N 4.874 -1.440 -0.030
C 5.048 -0.413 0.882
C 4.257 -0.633 1.978
C 3.638 -1.869 1.779
C 4.078 -2.381 0.580
H 5.443 -1.508 -0.850
H 5.733 0.379 0.617
H 4.199 -0.049 2.881
H 2.960 -2.237 2.537
H 3.762 -3.285 0.083

Its highest occupied orbital energy is -7.4 eV. The electronic energy comes out at -3105.068066 Ha. For the relative energy (zero: lowest compared OMol25 entry of this formula, charge and spin), the calculation gives 0.5 kcal per mole. As for the total charge: 0.

Results of the Mulliken charge analysis, in e, for atoms 1 through 99: number 1, C, carries -1.5425; number 2, C, carries 0.1511; number 3, N, carries 1.7349; number 4, C, carries -1.4800; number 5, C, carries -0.8051; number 6, C, carries -1.3972; number 7, C, carries 0.1420; number 8, C, carries -0.7244; number 9, O, carries -0.1416; number 10, C, carries -0.6062; number 11, H, carries 0.3480; number 12, H, carries 0.2431; number 13, H, carries 0.3746; number 14, H, carries 0.1880; number 15, H, carries -0.0982; number 16, H, carries 0.4516; number 17, H, carries 0.7220; number 18, H, carries 0.0029; number 19, H, carries 0.7247; number 20, H, carries 0.7053; number 21, H, carries -0.0464; number 22, H, carries 0.2350; number 23, H, carries 0.5019; number 24, H, carries 0.1754; number 25, H, carries -0.5160; number 26, H, carries 0.2559; number 27, H, carries 0.2867; number 28, H, carries 0.1291; number 29, H, carries 0.4490; number 30, H, carries 0.0004; number 31, Cl, carries 1.6473; number 32, O, carries -0.6875; number 33, O, carries -0.5061; number 34, O, carries -0.7405; number 35, O, carries -0.7442; number 36, C, carries -1.1066; number 37, C, carries -0.5157; number 38, C, carries 0.4814; number 39, C, carries 0.1149; number 40, N, carries -0.5323; number 41, H, carries 0.2667; number 42, H, carries 0.3024; number 43, H, carries 0.3053; number 44, H, carries 0.2416; number 45, H, carries 0.4418; number 46, H, carries 0.0168; number 47, H, carries -0.0317; number 48, C, carries -1.1088; number 49, C, carries -1.0346; number 50, C, carries 1.8753; number 51, C, carries 0.4293; number 52, N, carries -0.6862; number 53, H, carries 0.2718; number 54, H, carries 0.2609; number 55, H, carries 0.4281; number 56, H, carries 0.3574; number 57, H, carries 0.4019; number 58, H, carries -1.0155; number 59, H, carries -0.0837; number 60, C, carries -1.0777; number 61, C, carries -0.3706; number 62, C, carries -0.6885; number 63, C, carries 0.3793; number 64, N, carries -0.4219; number 65, H, carries 0.2879; number 66, H, carries 0.3560; number 67, H, carries 0.2978; number 68, H, carries 0.3397; number 69, H, carries 0.2467; number 70, H, carries 0.3049; number 71, H, carries 0.3504; number 72, C, carries -1.0822; number 73, C, carries 1.0784; number 74, C, carries -0.7045; number 75, C, carries 0.2685; number 76, N, carries -0.4872; number 77, H, carries 0.2478; number 78, H, carries 0.4387; number 79, H, carries 0.1916; number 80, H, carries -0.0838; number 81, H, carries -0.5068; number 82, H, carries 0.3558; number 83, H, carries 0.3493; number 84, C, carries -0.8072; number 85, C, carries -0.1230; number 86, C, carries -0.7077; number 87, C, carries 0.4302; number 88, N, carries -0.4788; number 89, H, carries 0.4779; number 90, H, carries 0.4049; number 91, H, carries -0.1858; number 92, H, carries -0.0004; number 93, H, carries 0.3499; number 94, H, carries 0.3459; number 95, H, carries 0.3498; number 96, N, carries 0.0360; number 97, C, carries -0.4476; number 98, C, carries -0.6575; number 99, C, carries -0.1506

---

3.
DFT (the ωB97M-V functional and the def2-TZVPD basis) results for 3 unconnected molecules or ions with the total composition C7H20N3O.

Atoms and positions in Å:
C 2.171 -2.108 0.138
C 4.273 2.078 -0.970
C -1.833 0.819 2.299
C -4.727 -1.245 -2.349
C 2.123 -0.979 -0.931
C 2.691 0.253 -0.430
C 0.440 0.570 1.407
N 3.601 0.827 -1.175
N -0.826 0.570 1.228
N -4.130 -0.953 -1.025
O 0.905 0.770 2.636
H 3.160 -2.157 0.493
H 1.725 -3.092 -0.307
H 1.701 -1.904 1.030
H 4.670 2.407 -1.971
H 3.515 2.884 -0.591
H 5.055 2.073 -0.330
H -2.570 1.404 1.880
H -2.331 -0.158 2.805
H -1.446 1.365 3.235
H -4.159 -1.829 -3.016
H -5.762 -1.790 -2.115
H -4.947 -0.243 -2.984
H 1.117 -0.838 -1.070
H 2.589 -1.258 -1.854
H 2.182 0.882 0.302
H 4.002 0.285 -1.954
H -1.317 0.469 0.237
H -3.935 -1.719 -0.457
H -4.930 -0.557 -0.484
H 0.290 1.138 3.262

Its highest occupied orbital energy is -11.7 eV. The electronic energy comes out at -517.824003 Ha. For the relative energy (zero: lowest compared OMol25 entry of this formula, charge and spin), the calculation gives 57.4 kcal per mole. As for the total charge: +1.

For reference, the Mulliken charges in units of e are: number 1, C, carries -1.1578; number 2, C, carries -0.8533; number 3, C, carries -0.9310; number 4, C, carries -0.6518; number 5, C, carries -0.3632; number 6, C, carries 0.4035; number 7, C, carries -0.0113; number 8, N, carries -0.0897; number 9, N, carries -0.1403; number 10, N, carries -0.5342; number 11, O, carries -0.3464; number 12, H, carries 0.4024; number 13, H, carries 0.2907; number 14, H, carries 0.3349; number 15, H, carries 0.3145; number 16, H, carries 0.2958; number 17, H, carries 0.3717; number 18, H, carries 0.3397; number 19, H, carries 0.2605; number 20, H, carries 0.2992; number 21, H, carries 0.2870; number 22, H, carries 0.2357; number 23, H, carries 0.2102; number 24, H, carries 0.2769; number 25, H, carries 0.3531; number 26, H, carries 0.1262; number 27, H, carries 0.3075; number 28, H, carries 0.2818; number 29, H, carries 0.2338; number 30, H, carries 0.2397; number 31, H, carries 0.2142